A structure of composition C49H44As2IrN3O4PS2, computed with wB97M-V/def2-TZVPD.

The geometry in XYZ format:
```
106
Properties=species:S:1:pos:R:3:forces:R:3
Ir 0.26150 -0.07728 -0.76902 0.3 0.0 0.2
O 4.31822 -0.75361 -0.28851 0.0 0.0 0.0
C 3.12014 -0.68368 -0.15192 0.0 0.1 0.1
O 2.32468 -0.07893 -1.00004 -0.1 -0.3 -0.1
C 2.41920 -1.24359 1.07998 0.0 0.0 0.0
P 0.96142 -0.21796 1.45139 -0.1 0.1 0.0
C 1.61471 1.25914 2.28329 0.0 0.0 0.0
C 0.77228 1.99425 3.11830 0.0 0.0 0.0
C 1.25531 3.08196 3.82582 0.0 0.0 0.0
C 2.59326 3.43738 3.71776 0.0 0.0 0.0
C 3.43765 2.70803 2.89596 0.0 0.0 0.0
C 2.95381 1.62407 2.17586 0.0 0.0 0.0
C 0.18532 -1.07156 2.85809 0.0 0.0 -0.1
C 0.98270 -1.21736 3.99996 0.0 0.0 0.0
C 0.50575 -1.90590 5.09976 0.0 0.0 0.0
C -0.77504 -2.45003 5.07865 0.0 0.0 0.0
C -1.56833 -2.30514 3.95387 0.0 0.0 0.0
C -1.08669 -1.62140 2.84339 0.0 0.0 0.0
H 3.10595 -1.32399 1.92065 0.0 0.0 0.0
H 2.04730 -2.24322 0.84223 0.0 0.0 0.0
H -0.25749 1.69189 3.26356 0.0 0.0 0.0
H 0.59409 3.63683 4.47863 0.0 0.0 0.0
H 2.97839 4.27712 4.28145 0.0 0.0 0.0
H 4.48186 2.97792 2.81167 0.0 0.0 0.0
H 3.63709 1.07164 1.54298 0.0 0.0 0.0
H 1.97395 -0.78094 4.03646 0.0 0.0 0.0
H 1.12936 -2.01306 5.97752 0.0 0.0 0.0
H -1.14775 -2.98748 5.94086 0.0 0.0 0.0
H -2.56151 -2.73376 3.92412 0.0 0.0 0.0
H -1.69642 -1.55745 1.96020 0.0 0.1 0.0
C -1.38029 2.99878 -0.47058 0.0 0.0 0.0
C -2.42606 2.15357 -1.19926 0.0 0.0 0.0
As -2.14839 0.25557 -0.74937 0.1 0.0 0.0
C -3.10726 -0.77549 -2.06266 0.0 0.1 -0.1
C -3.60869 -2.03708 -1.75755 0.1 0.0 0.0
C -4.20062 -2.80144 -2.75235 0.0 0.0 0.0
C -4.29036 -2.31564 -4.04812 0.0 0.0 0.0
C -3.78907 -1.05854 -4.35507 0.0 0.0 0.0
C -3.19689 -0.28981 -3.36509 0.0 0.0 0.0
C -3.25584 0.29314 0.83310 -0.2 -0.1 -0.1
C -4.59382 -0.08716 0.77423 0.1 -0.1 0.0
C -5.41806 0.12105 1.87107 0.0 0.0 0.1
C -4.92084 0.72540 3.01789 0.0 0.0 0.0
C -3.59510 1.12964 3.06788 0.0 0.0 0.0
C -2.76986 0.91323 1.97508 0.1 0.0 0.0
As 0.36908 2.31785 -1.00608 0.1 0.0 -0.1
C 1.76381 3.37668 -0.22936 0.0 0.0 0.0
C 3.07027 3.10266 -0.63146 0.0 0.0 0.0
C 4.09168 3.95754 -0.25076 0.0 0.0 0.0
C 3.81154 5.07560 0.52650 0.0 0.0 0.0
C 2.51281 5.33215 0.93979 0.0 0.0 0.0
C 1.48134 4.48242 0.55994 0.0 0.0 0.0
C 0.41155 2.99580 -2.82611 0.0 0.0 0.0
C -0.34186 2.38164 -3.81888 0.0 0.0 0.0
C -0.41812 2.92736 -5.09186 0.0 0.0 0.0
C 0.26271 4.10042 -5.38075 0.0 0.0 0.0
C 1.01572 4.72122 -4.39457 0.0 0.0 0.0
C 1.08956 4.17704 -3.12004 0.0 0.0 0.0
H -1.48181 2.91451 0.61320 0.0 0.0 0.0
H -1.45448 4.05053 -0.74833 0.0 0.0 0.0
H -2.35191 2.29781 -2.27520 0.0 0.0 0.0
H -3.43856 2.41329 -0.89215 0.0 0.0 0.0
H -3.51239 -2.43971 -0.75847 0.0 0.0 0.0
H -4.57725 -3.78685 -2.51347 0.0 0.0 0.0
H -4.74994 -2.91789 -4.82059 0.0 0.0 0.0
H -3.85927 -0.67438 -5.36425 0.0 0.0 0.0
H -2.82121 0.69213 -3.61955 0.0 0.0 0.0
H -4.99926 -0.54394 -0.11841 0.0 0.0 0.0
H -6.45455 -0.18602 1.82627 0.0 0.0 0.0
H -5.56912 0.88548 3.86910 0.0 0.0 0.0
H -3.20049 1.60343 3.95766 0.0 0.0 0.0
H -1.73248 1.21768 2.01522 0.0 0.0 0.0
H 3.28516 2.22765 -1.23478 0.0 0.0 0.0
H 5.10672 3.75145 -0.56405 0.0 0.0 0.0
H 4.61024 5.74728 0.81322 0.0 0.0 0.0
H 2.29726 6.19799 1.55218 0.0 0.0 0.0
H 0.46673 4.69562 0.87499 0.0 0.0 0.0
H -0.85443 1.45476 -3.60770 0.0 0.0 0.0
H -1.00317 2.43212 -5.85665 0.0 0.0 0.0
H 0.20967 4.52872 -6.37279 0.0 0.0 0.0
H 1.55040 5.63537 -4.61585 0.0 0.0 0.0
H 1.68198 4.67683 -2.36595 0.0 0.0 0.0
N 3.87604 -6.57506 1.71977 0.0 0.0 0.0
C 2.79551 -5.90957 1.21220 0.0 0.0 0.1
C 1.93261 -5.19715 2.05735 0.0 0.0 0.0
C 0.86459 -4.49575 1.53827 -0.1 0.0 0.0
C 0.63857 -4.48797 0.16679 0.0 0.1 0.1
C 1.47308 -5.21035 -0.68308 0.1 0.1 0.0
C 2.54117 -5.90957 -0.16773 0.0 0.0 0.0
S -0.67583 -3.56984 -0.52440 0.1 0.0 0.0
O -1.18707 -4.31508 -1.64384 -0.1 0.0 0.0
O -1.56070 -3.16337 0.53336 0.0 -0.1 -0.1
N 0.01440 -2.20912 -1.13725 0.0 0.1 -0.1
C 0.07181 -2.02328 -2.48207 0.0 0.0 0.0
S -0.21294 -3.03615 -3.84299 0.0 0.0 0.0
C 0.22075 -1.71287 -4.87335 0.0 0.0 0.0
C 0.49763 -0.60467 -4.16530 0.2 0.0 0.1
N 0.39882 -0.78101 -2.80001 -0.6 0.1 0.0
H 3.93751 -6.73076 2.70932 0.0 0.0 0.0
H 4.37135 -7.22502 1.13684 0.0 0.0 0.0
H 2.10198 -5.20700 3.12732 0.0 0.0 0.0
H 0.18930 -3.97282 2.19998 0.0 0.1 0.0
H 1.27413 -5.22693 -1.74672 0.0 0.0 0.0
H 3.18861 -6.47037 -0.83016 0.0 0.0 0.0
H 0.27378 -1.83895 -5.94144 0.0 0.0 0.0
H 0.84747 0.33131 -4.56498 0.0 0.0 0.0
```
Forces are in eV/Å.

## Properties
Energy   -8072.39194 a.u.
Relative energy (zero: lowest compared OMol25 entry of this formula, charge and spin)   0.0 kcal/mol
Orbital gap   0.2928 Eh
Largest force on an atom   0.64 eV Å⁻¹
Net charge   +1

Here are the Löwdin charges for atoms 1 to 99, given in e: 0.839 0.081 -0.695 -0.262 -0.209 0.944 -0.356 -0.096 -0.066 -0.070 -0.062 -0.071 -0.338 -0.083 -0.064 -0.064 -0.056 -0.119 0.109 0.079 0.090 0.111 0.114 0.118 0.109 0.113 0.110 0.110 0.117 0.061 -0.378 -0.373 1.212 -0.362 -0.120 -0.054 -0.063 -0.068 -0.104 -0.364 -0.081 -0.059 -0.064 -0.061 -0.144 1.218 -0.396 -0.112 -0.061 -0.072 -0.075 -0.100 -0.319 -0.157 -0.065 -0.064 -0.059 -0.076 0.057 0.090 0.044 0.092 0.094 0.118 0.112 0.111 0.080 0.099 0.112 0.111 0.112 0.056 0.110 0.117 0.112 0.113 0.105 0.051 0.113 0.112 0.112 0.099 0.124 -0.306 -0.015 -0.067 -0.310 -0.046 -0.011 0.600 -0.340 -0.310 -0.238 -0.730 1.112 -0.360 -0.220 -0.114 0.100

A structure of composition C49H44AsN5S3SeV, computed with wB97M-V/def2-TZVPD.

The geometry in XYZ format:
```
104
Properties=species:S:1:pos:R:3:forces:R:3
V 0.01010 -0.56552 0.91050 0.2 -0.5 0.8
C 1.41989 1.08992 1.99778 0.0 -0.1 -0.1
C 0.97615 1.56435 0.74285 -0.2 0.1 -0.1
C -0.44456 1.66340 0.78251 -0.1 0.1 -0.1
C -0.86624 1.23073 2.06635 -0.1 0.1 0.0
C 0.27668 0.84560 2.80562 -0.1 0.1 0.1
C 0.23752 0.43611 4.24749 0.1 0.0 0.0
C -2.26495 1.24184 2.60360 0.0 0.0 0.0
C -1.29339 2.33358 -0.26397 0.0 0.0 0.0
C 1.81343 2.15747 -0.34815 0.0 -0.1 0.0
C 2.85698 1.02189 2.42031 0.0 0.1 0.0
H 1.23987 0.24388 4.63142 0.0 0.0 0.0
H -0.35574 -0.46510 4.41974 0.0 0.0 0.0
H -0.20248 1.23134 4.85692 0.0 0.0 0.0
H -2.45251 2.17555 3.14607 0.0 0.0 0.0
H -2.42494 0.41238 3.29398 0.0 0.0 0.0
H -3.00859 1.15085 1.81264 0.0 0.0 0.0
H -1.50248 1.71577 -1.13882 0.0 0.0 0.0
H -0.79508 3.23475 -0.63336 0.0 0.0 0.0
H -2.25228 2.63424 0.15924 0.0 0.0 0.0
H 1.86861 3.24665 -0.23457 0.0 0.0 0.0
H 1.38186 1.95804 -1.32881 0.0 0.0 0.0
H 2.83107 1.76994 -0.34677 0.0 0.0 0.0
H 2.95216 1.28390 3.47609 0.0 0.0 0.0
H 3.44785 1.74073 1.84847 0.0 0.0 0.0
H 3.29759 0.03556 2.28288 0.0 0.0 0.0
C -2.62639 -2.32291 -3.79600 0.0 0.0 0.0
C -2.64333 -1.20934 -2.96351 0.0 0.0 0.0
C -1.69643 -1.06486 -1.96616 0.0 0.0 0.0
C -0.71002 -2.03488 -1.75497 0.0 0.0 0.0
C -0.72709 -3.17520 -2.57049 0.0 0.0 0.0
C -1.66471 -3.30351 -3.58075 0.0 0.0 0.0
N 0.22720 -1.83011 -0.74255 -0.1 -0.1 -0.1
N 1.26556 -2.65587 -0.79946 0.1 0.1 0.1
C 1.97992 -2.65197 0.37948 -0.1 0.1 -0.2
C 3.07295 -3.52985 0.48559 0.0 0.0 0.0
C 3.70879 -3.68510 1.69942 0.0 0.0 0.0
C 3.25469 -2.97703 2.81451 0.0 0.0 0.0
C 2.20549 -2.07509 2.68111 0.0 0.0 0.0
C 1.55797 -1.84792 1.46452 -0.1 0.0 -0.1
H -3.36797 -2.43619 -4.57736 0.0 0.0 0.0
H -3.40622 -0.44871 -3.08345 0.0 0.0 0.0
H -1.71783 -0.20259 -1.31473 0.0 0.0 0.0
H 0.00283 -3.95019 -2.38869 0.0 0.0 0.0
H -1.65218 -4.19020 -4.20503 0.0 0.0 0.0
H 3.36764 -4.10526 -0.38539 0.0 0.0 0.0
H 4.53720 -4.37882 1.79481 0.0 0.0 0.0
H 3.71445 -3.13281 3.78391 0.0 0.0 0.0
H 1.87772 -1.54393 3.56751 0.0 0.0 0.0
C 5.93030 1.04280 -3.48442 0.0 0.0 0.0
C 5.13949 1.45434 -4.55071 0.0 0.0 0.0
C 3.77121 1.22708 -4.52950 0.0 0.0 0.0
C 3.17585 0.60143 -3.43763 0.0 0.0 0.0
C 3.97607 0.18692 -2.37657 0.0 0.0 0.0
C 5.34841 0.40282 -2.40040 0.0 0.0 0.0
As 1.27675 0.10301 -3.32207 0.1 -0.1 -0.1
C 0.43882 1.53794 -4.34943 0.0 0.0 0.0
C 0.90933 2.84792 -4.33653 0.0 0.0 0.0
C 0.17816 3.86953 -4.93067 0.0 0.0 0.0
C -1.03694 3.59435 -5.53929 0.0 0.0 0.0
C -1.52431 2.29311 -5.54156 0.0 0.0 0.0
C -0.79674 1.27509 -4.94478 0.0 0.0 0.0
C 1.43441 -1.27928 -4.70949 0.0 0.0 0.0
C 1.24776 -1.08331 -6.07254 0.0 0.0 0.0
C 1.44973 -2.12703 -6.96630 0.0 0.0 0.0
C 1.85046 -3.37264 -6.50265 0.0 0.0 0.0
C 2.04518 -3.57078 -5.14244 0.0 0.0 0.0
C 1.83324 -2.53162 -4.24808 0.0 0.0 0.0
H 6.99958 1.21640 -3.50281 0.0 0.0 0.0
H 5.59160 1.94505 -5.40474 0.0 0.0 0.0
H 3.16247 1.53123 -5.37372 0.0 0.0 0.0
H 3.52017 -0.31781 -1.52980 0.0 0.0 0.0
H 5.95806 0.06967 -1.56951 0.0 0.0 0.0
H 1.85246 3.07795 -3.85394 0.0 0.0 0.0
H 0.55676 4.88457 -4.91038 0.0 0.0 0.0
H -1.60953 4.39093 -5.99856 0.0 0.0 0.0
H -2.48185 2.07161 -5.99732 0.0 0.0 0.0
H -1.19742 0.26684 -4.92448 0.0 0.0 0.0
H 0.93948 -0.11350 -6.44474 0.0 0.0 0.0
H 1.29406 -1.96549 -8.02669 0.0 0.0 0.0
H 2.00530 -4.18724 -7.20029 0.0 0.0 0.0
H 2.34729 -4.54280 -4.77129 0.0 0.0 0.0
H 1.95336 -2.69852 -3.18014 0.0 0.0 0.0
Se -4.73279 -1.93355 0.87396 -0.2 0.0 0.0
C -2.99953 -1.62460 1.08756 0.2 0.1 0.0
N -1.86457 -1.37888 1.20025 0.2 0.1 -0.2
S -6.44477 -1.38201 7.86292 0.0 0.0 0.0
C -4.89598 -1.44008 7.20780 -0.1 0.1 0.0
S -4.14440 -2.88903 6.66022 0.1 -0.1 0.0
C -2.68352 -2.01380 6.15179 -0.2 0.1 0.1
N -2.80980 -0.73330 6.38191 0.1 0.0 -0.1
N -4.03301 -0.43308 6.97036 0.0 0.0 0.0
C -4.25264 0.95369 7.18688 0.0 0.0 0.0
C -3.72004 1.85282 6.26605 0.0 -0.1 0.0
C -3.89525 3.21332 6.45119 0.0 0.0 0.0
C -4.59309 3.69055 7.55357 0.0 0.0 0.0
C -5.10704 2.78911 8.47342 0.0 0.0 0.0
C -4.93892 1.42262 8.29948 0.0 0.0 0.0
S -1.36215 -2.82497 5.49616 0.1 -0.1 0.0
H -3.16688 1.46626 5.42251 0.0 0.0 0.0
H -3.48285 3.90346 5.72525 0.0 0.0 0.0
H -4.73069 4.75584 7.69457 0.0 0.0 0.0
H -5.64511 3.14810 9.34267 0.0 0.0 0.0
H -5.34263 0.72147 9.01263 0.0 0.0 0.0
```
Forces are in eV/Å.

## Properties
Energy   -8943.24691 a.u.
Relative energy (zero: lowest compared OMol25 entry of this formula, charge and spin)   0.0 kcal/mol
Orbital gap (alpha / beta)   0.1889 / 0.2151 Eh
⟨S²⟩   3.79
Multiplicity   4
Largest force on an atom   0.95 eV Å⁻¹
Net charge   -2

Here are the Löwdin charges for atoms 1 to 99, given in e: 0.839 -0.252 -0.283 -0.295 -0.290 -0.257 -0.037 -0.040 -0.022 -0.043 -0.024 0.065 0.020 0.084 0.080 0.076 0.069 0.055 0.076 0.077 0.088 0.022 0.061 0.079 0.071 0.064 -0.121 -0.110 -0.087 -0.326 -0.056 -0.102 -0.124 0.029 -0.324 -0.064 -0.128 -0.116 -0.132 -0.122 0.086 0.102 0.070 0.095 0.094 0.091 0.084 0.087 0.083 -0.107 -0.099 -0.116 -0.374 -0.122 -0.087 1.396 -0.392 -0.122 -0.099 -0.108 -0.090 -0.125 -0.354 -0.109 -0.102 -0.108 -0.087 -0.124 0.092 0.094 0.097 0.096 0.101 0.095 0.095 0.093 0.099 0.092 0.090 0.092 0.091 0.101 0.075 0.436 -0.927 0.016 0.459 -1.124 0.916 -1.217 -0.013 -0.165 -0.200 -0.010 -0.092 -0.118 -0.101 -0.058 0.407

Question: The highest net charge belongs to which entry?
Answer: C49H44As2IrN3O4PS2

Question: net charge of number 2 (C49H44AsN5S3SeV)?
Answer: -2

Question: Which of these has the lowest largest force on an atom?
Answer: C49H44As2IrN3O4PS2

Question: Which formula does entry 2 have?
Answer: C49H44AsN5S3SeV